Density functional theory data (the ωB97M-V functional and the def2-TZVPD basis) for the ion C4H10NO2 with charge +1.

The geometry in XYZ format:
```
17
Properties=species:S:1:pos:R:3:forces:R:3
O -1.349 2.788 1.020 0.618 -1.293 0.708
O 0.774 2.715 0.285 1.141 -0.658 0.522
N 0.534 0.176 -0.621 -0.975 0.808 0.053
C -0.215 2.138 0.603 -2.409 1.930 -1.576
C 0.365 -1.241 -1.026 0.477 -1.869 0.274
C 0.306 -2.179 0.189 -1.030 -0.293 -0.386
C -0.587 0.740 0.211 0.561 -1.014 1.436
H 0.566 0.826 -1.414 0.478 -0.347 -0.192
H 1.178 -2.037 0.824 -0.278 0.212 0.386
H -1.165 3.301 1.814 0.029 0.617 -0.052
H -0.676 -2.180 0.672 0.415 0.514 0.518
H 1.235 -1.635 -1.540 0.409 0.904 -0.464
H -0.457 -1.350 -1.730 -0.243 0.295 0.305
H -1.570 0.650 -0.236 0.101 0.260 -0.573
H -0.682 0.173 1.148 0.238 -0.115 -0.279
H 0.354 -3.226 -0.117 0.289 0.165 -0.500
H 1.387 0.339 -0.081 0.181 -0.115 -0.181
```
Forces are in eV/Å.

HOMO: -0.57382 Eh
charge: +1
SMILES: CC[NH2+]CC(=O)O
orbital gap: 12.2 eV

Density functional theory data (the ωB97M-V functional and the def2-TZVPD basis) for a cluster of 5 separate species, C9H28O9 in total.

The geometry in XYZ format:
```
46
Properties=species:S:1:pos:R:3:forces:R:3
O -0.405 -0.488 -0.003 -1.076 -1.418 -1.048
O -0.031 3.266 1.998 1.198 0.253 1.216
O -0.489 -5.169 -2.935 -0.291 0.545 0.011
O 5.091 -0.215 -2.116 1.153 0.587 0.284
O -0.961 0.353 2.574 1.004 1.037 -0.751
O 0.261 -3.202 -0.864 0.356 -1.189 0.945
O 3.850 0.394 0.430 -1.523 -0.991 0.131
O -5.296 1.884 -0.125 0.462 0.284 -0.856
O -2.570 2.870 0.794 0.446 0.786 -0.001
C 0.207 2.528 3.233 -1.547 -0.284 -2.540
C 0.456 -3.011 -2.225 -0.437 -0.122 0.041
C -4.896 2.249 1.174 -0.389 -0.197 0.688
C -0.104 0.665 -0.758 1.818 0.237 1.185
C 3.769 -0.567 -1.793 0.103 -0.619 -0.937
C -3.428 1.990 1.433 -1.650 -1.335 -0.148
C 0.613 -4.278 -3.060 0.129 -0.119 0.178
C 3.647 -0.860 -0.310 1.342 1.883 -0.769
C 0.311 1.044 2.852 -0.222 -0.430 2.115
H 0.071 0.501 -1.821 -0.690 -0.479 0.028
H -0.846 2.959 1.593 -0.404 -0.083 -0.032
H -5.128 3.287 1.409 -0.080 0.188 -0.062
H 1.513 -4.862 -2.872 0.343 0.363 0.457
H 0.891 0.841 -0.349 0.328 1.388 -0.483
H -0.430 -2.473 -2.563 0.025 0.178 -0.718
H 4.712 0.787 0.279 0.161 -0.472 -0.446
H 5.120 -0.094 -3.068 0.211 0.092 0.023
H -1.454 0.120 3.364 0.356 0.154 0.214
H -3.247 0.976 1.075 0.210 -0.308 0.191
H -0.668 -0.252 0.890 -0.209 0.195 0.353
H 1.092 2.895 3.751 0.071 -0.018 -0.399
H -3.356 1.991 2.521 0.684 0.336 -0.058
H 2.664 -1.312 -0.174 0.034 0.365 0.786
H 1.018 0.886 2.037 -0.430 0.050 -0.224
H -0.669 2.696 3.859 0.030 -0.175 0.467
H -5.461 1.597 1.840 0.025 0.104 0.551
H 4.468 -1.515 -0.020 -0.292 -0.444 -0.055
H -6.104 2.354 -0.344 -0.005 -0.025 -0.054
H -0.245 -6.023 -3.299 0.061 0.068 -0.009
H -0.760 1.511 -0.555 -0.088 -0.106 -0.169
H 3.600 -1.444 -2.418 -0.760 -0.547 0.399
H 0.735 0.563 3.733 0.209 -0.362 0.028
H 1.347 -2.395 -2.343 0.187 0.116 -0.650
H -2.902 2.952 -0.103 0.139 0.115 -0.289
H 0.167 -2.333 -0.466 -0.288 0.401 0.224
H 3.123 0.218 -2.186 -0.536 0.123 0.617
H 0.724 -3.881 -4.069 -0.170 -0.125 -0.434
```
Forces are in eV/Å.

HOMO: -0.34994 Eh
SMILES: OCCO.OCCO.OCCO.OCCO.CO
orbital gap: 10.0 eV

Density functional theory data (the ωB97M-V functional and the def2-TZVPD basis) for the molecule C2H3N5O.

The geometry in XYZ format:
```
11
Properties=species:S:1:pos:R:3:forces:R:3
O -1.717 1.233 0.512 -2.346 0.411 -5.692
N 1.169 -0.727 -1.087 -2.797 2.714 2.658
N -0.614 0.567 0.311 6.889 -4.808 -3.161
N -1.325 -0.590 -1.645 3.520 0.465 -1.851
N 1.815 -0.561 -0.041 1.438 -1.417 0.681
N 0.199 0.298 1.367 -9.608 5.167 1.575
C 1.249 -0.211 1.325 9.195 -4.120 -2.738
C -0.337 -0.252 -0.889 -2.050 -0.062 0.559
H 2.044 -0.396 2.166 -2.018 0.466 -1.650
H -0.811 -0.895 -2.588 -1.575 0.161 2.401
H -1.675 1.295 1.378 -0.648 1.022 7.218
```
Forces are in eV/Å.

HOMO: -0.32736 Eh
SMILES: [H]/N=c1\nncnn1O
orbital gap: 8.5 eV

The records above give, respectively, E values of -363.39076 -1036.74042 -426.79415 a.u..
The records above give, respectively, energy relative to the best compared isomer or geometry (same formula, charge and spin) values of 1.2216 1.1573 7.1695 eV.